No. 1
The following is a quantum chemistry calculation of C5H6O in the gas phase, from the Open Molecules 2025 dataset.

Net charge = 0
HOMO = -8.507 eV
Calculated total energy = -269.137892 Eh
E_LUMO = 0.1 eV
Strongest force on any atom = 0.01119 hartree/bohr
Energy relative to the best compared isomer or geometry (same formula, charge and spin) = 547.0 kJ/mol
Multiplicity = 1

Cartesian coordinates (Å):
C  2.795  -0.056  -0.338
C  1.669  -0.315  -0.676
C  0.274  -0.582  -1.024
C  -0.486  -1.002  0.226
C  -1.618  0.643  1.072
O  -1.715  -0.432  0.130
H  3.802  0.156  -0.055
H  0.195  -1.423  -1.728
H  -0.198  0.292  -1.497
H  -0.772  0.435  1.740
H  -1.408  1.558  0.508
H  -2.539  0.726  1.644

***

No. 2
The following is a quantum chemistry calculation of C5H6O as an isolated structure, from the Open Molecules 2025 dataset.

Net charge = 0
HOMO = -8.759 eV
Calculated total energy = -269.156499 Eh
E_LUMO = 0.8 eV
Strongest force on any atom = 0.01573 hartree/bohr
Energy relative to the best compared isomer or geometry (same formula, charge and spin) = 498.2 kJ/mol
Multiplicity = 1

Cartesian coordinates (Å):
C  -1.011  0.789  -0.015
C  -1.099  -0.751  -0.181
C  0.268  -0.966  -0.740
O  0.845  0.237  -1.277
C  0.518  0.826  -0.008
C  0.623  -0.555  0.718
H  -1.474  1.164  0.904
H  -1.465  1.271  -0.886
H  -0.292  -0.797  1.330
H  0.576  -1.885  -1.233
H  1.101  1.727  0.199
H  1.474  -0.996  1.233

***

No. 3
The following is a quantum chemistry calculation of C5H6O as an isolated structure, from the Open Molecules 2025 dataset.

Net charge = 0
HOMO = -9.003 eV
Calculated total energy = -269.130052 Eh
E_LUMO = -0.6 eV
Strongest force on any atom = 0.10218 hartree/bohr
Energy relative to the best compared isomer or geometry (same formula, charge and spin) = 567.6 kJ/mol
Multiplicity = 1

Cartesian coordinates (Å):
C  -1.112  0.159  1.715
C  0.007  0.702  0.800
C  0.206  -0.017  -0.490
C  -0.188  -1.269  -0.705
C  1.072  0.670  -1.526
H  -1.944  -0.984  1.556
H  -1.061  0.730  2.727
H  1.073  1.742  1.141
H  -0.007  -1.879  -1.545
H  -0.702  -1.740  0.162
H  1.337  1.680  -1.170
O  1.320  0.206  -2.665